87
Properties=species:S:1:pos:R:3:forces:R:3:lowdin_charge:R:1 method="wB97M-V/def2-TZVPD" largest_force_ha_per_bohr=0.0281 total_charge=+1 e_above_lowest_kcal_mol=0.00 lumo_energy_ev=-2.78 orbital_gap_ev=8.20
Zn 24.416785 -11.719333 19.665584 -1.0054 0.1387 -0.7310 0.7657
O 22.315589 -10.342719 16.363908 0.3761 -0.2727 0.0991 0.1033
C 23.084664 -11.336217 16.870489 0.4566 -0.8738 -0.0364 -0.7221
O 23.224486 -11.371169 18.125455 -0.5154 0.5792 0.1498 -0.0596
O 23.569395 -12.147450 16.059499 0.1112 0.4579 0.0266 0.0064
H 22.423735 -10.526932 15.417774 -0.4262 0.3803 -0.1440 0.1077
C 25.274358 -16.264530 15.260368 -0.8423 -0.3133 -0.1887 -0.0502
C 23.969334 -15.564550 15.620829 -0.3752 -0.0758 -0.0349 -0.4773
C 22.863527 -16.530758 16.012463 0.3295 -0.3405 -0.0453 -0.0559
O 24.167123 -14.653372 16.704014 0.4305 0.1073 0.4060 -0.1133
H 25.893431 -15.596558 14.666219 0.4248 -0.0560 0.3304 0.0782
H 25.049338 -17.140710 14.646558 0.0339 0.1164 -0.1479 0.0796
H 25.728762 -16.666795 16.164974 0.3583 0.3187 0.0098 0.0782
H 23.597986 -15.003233 14.756410 0.1755 0.0831 0.0053 0.1429
H 21.932751 -15.993724 16.179664 -0.0561 -0.0313 0.0698 0.0753
H 23.137809 -17.092949 16.909602 -0.0341 0.1431 0.0824 0.0821
H 22.720800 -17.273024 15.224150 -0.1348 0.1134 -0.0361 0.0816
H 24.100167 -13.722718 16.408022 -0.3597 -0.0069 -0.1893 0.0285
C 18.721174 -7.625358 13.373104 0.1341 -0.2010 0.3881 -0.0496
C 20.107896 -7.096729 13.131498 1.1704 0.6665 -0.5244 -0.4940
C 21.238071 -7.972080 13.646983 0.6828 -0.6397 0.6853 -0.0781
O 20.248543 -6.859795 11.720813 -0.2779 -0.4123 -0.0535 -0.0539
H 18.470428 -7.538941 14.431996 -0.0564 0.1092 -0.0299 0.0824
H 18.669514 -8.689463 13.136017 -0.0670 0.0683 -0.2565 0.0844
H 18.006713 -7.062971 12.779030 -0.0937 -0.0491 0.0085 0.0843
H 20.281156 -6.117752 13.602954 -0.5037 -0.1060 0.2519 0.1353
H 21.224612 -8.070830 14.740700 -0.2836 0.1667 -0.0499 0.0759
H 22.229676 -7.552449 13.438290 -0.1874 0.2498 -0.1980 0.0628
H 21.287801 -9.003556 13.278204 -0.4697 0.1700 -0.3358 0.0803
H 21.109787 -6.473009 11.534942 -0.0158 -0.0319 0.1310 0.0840
C 21.698153 -14.043945 22.161129 -0.0445 0.0569 0.0492 -0.0389
C 22.418450 -13.652976 20.876901 -0.4039 -0.0405 0.3540 -0.3701
C 21.501617 -13.740827 19.672093 0.0604 0.0294 -0.2799 -0.2013
O 20.481329 -12.784855 19.861436 0.0942 0.0619 -0.0438 -0.2001
C 19.528998 -12.781508 18.815433 -0.1969 -0.0162 -0.2297 -0.0723
N 22.880999 -12.223377 20.965264 0.1507 -0.9222 0.3277 0.0445
H 20.813929 -13.421120 22.294422 -0.0768 -0.0908 -0.0139 0.0902
H 22.326749 -13.919768 23.046515 0.1092 -0.0254 -0.0903 0.0842
H 21.398677 -15.090652 22.116792 -0.0776 0.0201 0.0183 0.0932
H 23.252768 -14.340944 20.736487 0.1862 0.2410 -0.1332 0.1241
H 21.069493 -14.741666 19.570447 0.1158 -0.0731 0.0728 0.1430
H 22.072679 -13.504228 18.763580 -0.1160 -0.1047 -0.0369 0.1138
H 18.887860 -13.669125 18.850854 0.0453 0.0218 0.1401 0.0966
H 19.995229 -12.758793 17.824214 0.1627 0.1082 0.1067 0.0940
H 18.919402 -11.890304 18.939508 -0.0377 -0.0289 0.0008 0.0950
H 23.076055 -12.069474 21.951280 0.0564 0.3295 -0.0961 0.1062
H 22.032671 -11.697974 20.743036 0.1813 0.2180 -0.0149 0.0917
C 24.752835 -9.865149 12.687773 0.2706 1.0082 -0.5588 -0.0445
C 25.527450 -8.784555 13.429336 -0.2291 -0.3249 0.7210 -0.4571
C 25.105665 -8.783689 14.887531 -0.5141 0.0832 0.5565 -0.2182
O 25.844321 -7.880041 15.693461 0.0787 0.2131 0.0419 -0.2192
C 25.490324 -6.525796 15.463063 -0.4866 -0.2098 -0.5494 -0.0850
N 26.956539 -8.968414 13.281282 0.1161 0.0956 -0.3451 0.0617
H 25.258262 -9.957434 11.723484 -0.1544 -0.4550 -0.0058 0.0880
H 23.767586 -9.455363 12.463986 -0.2200 -0.4325 0.1205 0.0674
H 24.704667 -10.809000 13.226932 -0.0046 -0.0784 -0.0461 0.0802
H 25.202846 -7.819032 13.025169 0.3280 0.0246 -0.2171 0.1271
H 25.221671 -9.767222 15.358062 0.2253 -0.0705 -0.2379 0.1141
H 24.033143 -8.540080 14.982678 0.0760 0.0299 -0.1460 0.1113
H 24.398956 -6.398652 15.533543 0.1183 0.0098 0.3433 0.0910
H 25.727488 -6.207303 14.441260 0.3515 0.0430 0.1687 0.0884
H 26.005532 -5.911331 16.191895 0.0332 0.0650 0.0158 0.0900
H 27.493023 -8.615738 14.060979 -0.0579 0.0127 0.0538 0.0673
H 27.201801 -9.928960 13.089511 0.0177 -0.0179 0.0821 0.0705
C 27.467151 -14.347687 18.138470 -0.0580 0.4305 -0.5237 -0.0276
C 26.724205 -13.185730 18.783121 -0.2023 -0.3173 0.2142 -0.3681
C 26.679192 -11.960457 17.908947 0.0866 -0.0642 -0.4761 -0.1643
O 26.055405 -10.914214 18.647358 0.4724 -0.1678 0.4651 -0.2604
C 26.324262 -9.591899 18.168238 -0.1124 0.2178 0.2942 -0.0309
N 25.305482 -13.524124 19.169983 1.0382 -0.0897 0.2151 0.0569
H 27.194708 -15.297255 18.591784 0.1353 -0.0409 0.1134 0.0887
H 28.542091 -14.177797 18.202555 -0.0024 -0.1559 0.1646 0.0917
H 27.231401 -14.402754 17.074688 -0.1666 -0.1397 -0.0015 0.0810
H 27.237857 -12.918136 19.712957 -0.1211 0.0522 -0.0042 0.1479
H 26.084466 -12.142763 17.004478 0.0365 -0.0910 0.0164 0.1385
H 27.683042 -11.660686 17.601388 0.0424 -0.0075 0.1444 0.1485
H 25.380313 -9.060189 18.239508 0.0888 0.2012 -0.3507 0.0903
H 26.712877 -9.615360 17.156143 -0.2961 0.0037 -0.1526 0.0841
H 27.075815 -9.100287 18.791683 -0.0359 -0.1456 0.1143 0.1076
H 24.845125 -14.014573 18.387809 -0.0256 0.0986 -0.0869 0.0797
H 25.406710 -14.218643 19.905367 -0.2931 0.0166 0.0344 0.1044
C 22.792778 -8.891601 20.254790 -0.2801 -0.0317 -0.2746 -0.0733
O 24.008628 -9.653356 20.376769 0.1861 0.1417 0.2893 -0.1665
H 21.979197 -9.552609 19.967139 0.1619 -0.1827 -0.0206 0.0807
H 22.546329 -8.423023 21.205973 0.0519 0.0793 -0.0210 0.0946
H 22.898287 -8.155665 19.458321 0.0035 0.0941 0.0976 0.0965
H 24.670293 -9.050117 20.730394 0.1530 -0.1408 -0.0217 0.1079

***

100
Properties=species:S:1:pos:R:3:forces:R:3:lowdin_charge:R:1 method="wB97M-V/def2-TZVPD" largest_force_ha_per_bohr=0.0872 total_charge=+1 lumo_energy_ev=-8.12 orbital_gap_ev=0.95
C -4.891934 5.336818 -4.236249 0.8830 1.5477 0.7430 -0.1541
C -3.556387 6.031168 -4.788505 -0.3140 -0.5217 -1.5452 -0.2428
C -2.479778 4.935362 -5.234280 0.3157 0.7360 0.8674 -0.1780
C -1.590336 4.508412 -3.975257 1.7094 -0.0502 -0.5014 -0.3067
O -1.670433 3.096722 -3.687541 -1.1903 1.4000 1.6882 -0.2758
Si -2.217172 2.836167 -2.035063 1.1037 -1.7997 -1.1186 0.6052
C -3.049773 1.127852 -2.003495 -1.0385 -0.4450 -0.9478 -0.2376
C -4.649091 1.316750 -1.780463 0.9216 -0.2668 -0.0149 -0.3092
N -4.944238 1.354725 -0.303620 -0.8679 0.8296 -1.0781 -0.0160
C -0.704898 3.029764 -0.892375 1.5689 -0.3463 2.5709 -0.6345
Cl 0.671931 4.123586 -1.473399 -1.5061 -0.9323 0.2210 0.5048
C -0.529750 2.447312 0.375857 -0.8325 0.8784 -2.0815 -0.6496
C -1.641862 1.507465 1.003251 1.2592 -0.1588 1.3804 -0.1068
Cl 0.997319 2.825270 1.323904 -2.1527 -0.8400 -0.9631 0.5123
H -5.092915 4.379673 -4.850029 0.3577 0.4881 4.4416 -0.0656
H -4.725744 5.089155 -3.131637 -0.6628 -0.3153 -1.5218 0.1005
H -5.767459 6.053447 -4.361100 0.8234 -1.0494 0.2856 0.1052
H -3.847504 6.606198 -5.747275 0.4584 -0.3398 1.4163 0.1025
H -3.112079 6.757674 -4.027519 -0.8146 -0.9897 -1.1497 0.1447
H -2.979856 3.988636 -5.633434 0.5390 0.7740 0.3449 0.0747
H -1.793841 5.354175 -6.049672 -1.1059 -0.6016 1.1136 0.1326
H -1.786913 5.152263 -3.042551 -0.0563 -0.7406 -1.4254 0.0998
H -0.494346 4.717612 -4.253214 -1.5725 -0.1826 0.4309 0.1231
H -3.243337 3.846361 -1.770391 -0.0990 0.4914 0.0677 0.0177
H -2.588554 0.371993 -1.299325 -0.7441 0.9659 -0.8128 0.0489
H -2.956417 0.677361 -3.057835 0.2323 0.6620 1.3856 0.0716
H -4.947447 2.315062 -2.273848 0.1215 -1.5120 0.4646 0.0740
H -5.204998 0.447161 -2.283630 0.8073 1.3475 0.7524 0.1080
H -5.156864 2.347871 -0.087599 0.1324 -0.8504 0.0854 0.0610
H -5.834320 0.862803 -0.137305 0.6235 0.2902 -0.0290 0.0713
H -2.695236 1.927790 0.958055 1.4032 -0.5371 -0.3464 0.0745
H -1.577823 0.434212 0.600215 -0.1536 1.7018 0.3682 0.0735
H -1.386185 1.412813 2.120765 -0.4174 0.1762 -1.6156 0.0858
Mg -5.241320 4.423879 -6.359660 -0.2021 0.0382 -3.1819 1.0785
N -2.340603 -2.349413 -0.458740 -0.1832 -0.2752 0.0365 -0.6071
O -2.941912 -3.218826 -1.096114 0.1109 0.1495 0.0782 0.0754
O -1.485721 -1.649473 -1.019268 0.1141 0.0441 0.1048 0.0226
O -2.590955 -2.175795 0.739532 0.0620 0.0805 -0.1133 0.0724
C 0.705318 -4.399529 -3.987321 0.0021 -0.0896 -0.0149 -0.1097
C 1.382096 -3.202123 -4.646296 -0.0088 -0.3624 -0.0459 -0.2726
C 1.007141 -1.871460 -3.990046 -0.7543 -0.0659 -0.2014 -0.1816
C -0.470803 -1.650330 -4.092197 -2.9627 0.7113 -0.1332 -0.2056
N -1.637278 -1.477816 -4.185096 3.9093 -0.5399 0.1453 0.1448
H -0.382550 -4.345642 -4.074454 0.0676 0.0656 0.0700 0.0720
H 1.023663 -5.327472 -4.468066 0.0078 0.0584 0.0652 0.0716
H 0.962939 -4.460365 -2.926089 -0.0602 -0.0056 -0.0715 0.0790
H 1.112431 -3.181250 -5.706809 0.0637 0.1089 0.0750 0.1097
H 2.466738 -3.332494 -4.593078 -0.0527 0.1465 -0.0079 0.1072
H 1.525275 -1.047506 -4.486486 -0.1650 0.0361 0.0798 0.1123
H 1.296568 -1.867675 -2.935932 -0.1666 0.0368 -0.0358 0.1181
C 4.809678 1.323735 3.235387 -0.0477 0.0525 0.1777 -1.6011
Br 4.167298 2.951817 2.403364 0.2680 -0.3136 0.1447 0.5584
Br 3.444357 -0.051818 3.273442 0.2633 0.2396 -0.0571 0.5746
Br 6.446720 0.689582 2.412042 -0.2876 0.0912 0.0963 0.5728
H 5.046696 1.565461 4.269411 -0.0457 -0.1096 -0.2248 -0.0310
C 6.884776 -3.369373 6.815606 -0.0168 -0.2367 0.1185 -0.0717
C 7.482469 -2.001305 6.501664 -0.3542 -0.2965 -0.2971 -0.4221
C 6.736134 -0.828821 7.175220 0.1035 0.3832 -0.0882 -0.1883
O 5.503603 -0.483414 6.555452 0.3279 -0.1505 0.3486 -0.2045
C 4.406227 -1.303690 6.924256 -0.1936 0.1170 -0.2843 -0.1075
N 7.544305 -1.832348 5.048454 -0.0413 0.4212 0.3379 0.0596
H 5.969776 -3.568980 6.253873 0.0753 0.1249 0.0115 0.0709
H 7.594871 -4.159491 6.556434 -0.0892 0.1074 -0.0376 0.0614
H 6.658830 -3.463245 7.880597 0.0142 -0.0044 -0.0496 0.0826
H 8.508317 -2.000856 6.891112 0.0025 0.1588 0.0791 0.1273
H 7.365775 0.062247 7.090459 -0.0779 -0.0169 -0.0867 0.1242
H 6.593747 -1.006348 8.248043 -0.0743 -0.1705 -0.0282 0.1239
H 4.466186 -1.628786 7.966560 0.0915 -0.0293 -0.0310 0.0931
H 4.340289 -2.166296 6.258304 -0.0636 -0.1212 0.1453 0.0749
H 3.493466 -0.720116 6.795092 0.1015 0.0453 0.0065 0.0846
H 8.036725 -0.965234 4.841805 0.0679 -0.1395 -0.0991 0.0611
H 6.593141 -1.653326 4.724090 0.1293 -0.2181 -0.1113 0.0561
F -7.001626 1.850453 -4.693617 0.4739 0.5704 0.0498 0.0113
C -7.843102 0.865925 -5.070276 -0.9032 -1.0125 -0.3216 -0.2894
C -9.012589 1.189476 -5.732171 0.1383 0.1076 -0.0936 -0.0145
C -9.880394 0.174348 -6.125170 0.8648 -0.1095 -0.3432 -0.2324
C -9.571325 -1.152874 -5.839458 0.6207 0.4242 0.0782 -0.1378
C -8.388012 -1.461399 -5.174908 -0.3066 -0.0593 -0.1464 -0.0597
C -7.517370 -0.448278 -4.789972 0.3462 0.0380 0.1971 -0.0131
H -9.242436 2.228513 -5.938980 -0.0746 -0.0615 0.0119 0.1174
H -10.784277 0.418507 -6.651396 0.2310 0.1383 -0.1269 -0.0350
H -10.243717 -1.952671 -6.139722 0.7867 0.1458 0.1930 0.0281
H -8.143222 -2.494669 -4.954483 0.0623 0.1193 0.0185 0.1139
H -6.590129 -0.674801 -4.277285 -0.0525 -0.0120 -0.0037 0.1138
Br -12.624312 0.262939 -5.264580 -1.0815 -0.7819 0.0552 -0.1661
Na -12.083466 -2.309110 -6.524309 -0.9310 0.6831 0.3357 0.5684
C 10.921283 -5.957457 8.965744 1.2011 -0.5262 1.3899 0.0092
C 10.239387 -5.113942 7.857772 -0.9514 -0.2154 -0.4240 -0.5274
C 11.332640 -4.542031 6.918902 1.6054 0.8446 -0.6078 0.0107
O 9.631932 -4.105160 8.433196 0.0701 -0.5077 -0.3621 0.1466
H 11.623440 -5.370769 9.564896 -0.1857 0.0830 -0.1750 0.1001
H 10.181953 -6.392678 9.642338 -0.1639 0.2877 -0.2838 0.0959
H 11.482694 -6.781685 8.515171 -0.1646 0.2149 -0.3759 0.1036
H 9.656317 -5.822192 7.250914 -0.6415 0.3677 0.1355 0.1418
H 12.048759 -3.907645 7.449042 -0.2339 -0.0959 0.0860 0.1002
H 10.891102 -3.951567 6.112019 -0.3009 -0.1237 0.3024 0.0936
H 11.895945 -5.360183 6.459534 -0.2899 -0.2293 0.2660 0.1036
O -8.130963 7.770710 -2.059442 1.7903 -2.8940 1.4845 -0.6176
V -7.344409 6.446773 -1.255875 -0.1893 0.2351 0.0450 1.0618
O -6.540276 5.115731 -0.477871 -1.3871 2.4880 -1.7819 -0.6284

***

12
Properties=species:S:1:pos:R:3:forces:R:3:lowdin_charge:R:1 method="wB97M-V/def2-TZVPD" largest_force_ha_per_bohr=0.1704 total_charge=0 e_above_lowest_kcal_mol=159.40 smiles="C1CN2ON=NC2=N1" lumo_energy_ev=-0.46 orbital_gap_ev=8.58
C 0.943748 -0.157527 1.229480 2.6240 -1.1708 -3.2363 -0.1725
C 0.181419 -1.161848 0.034511 -4.8082 3.9576 6.1666 -0.1041
C -0.021047 1.159324 -0.377112 1.3812 -3.9005 3.4985 -0.2606
H 0.653499 -0.311067 2.287288 0.2641 -0.3002 -0.8401 0.0959
H 2.097087 -0.429310 1.001329 -2.3383 0.9590 1.0951 0.1373
H -0.814366 -1.198648 0.767182 1.9167 -1.6436 -2.1532 0.1712
H 0.642760 -1.935566 -0.419684 1.4188 -2.9402 -0.4029 0.0641
N -0.140030 -0.190765 -0.902617 0.1054 4.5756 -2.6822 -0.0845
N -1.799935 1.198490 -1.617184 0.1685 -0.7281 -2.0662 0.0363
N -0.992380 1.931035 -1.075969 0.7950 0.8236 2.1708 0.0892
N 0.615001 1.214340 0.845842 -2.5894 0.3987 -4.4983 0.0537
O -1.365754 -0.118457 -1.773066 1.0622 -0.0311 2.9483 -0.0259

***

13
Properties=species:S:1:pos:R:3:forces:R:3:lowdin_charge:R:1 method="wB97M-V/def2-TZVPD" largest_force_ha_per_bohr=0.0838 total_charge=0 e_above_lowest_kcal_mol=147.73 smiles="S[C@@H]1C2=N[C@@H]21.C=C=O" lumo_energy_ev="0.16 / 0.16" orbital_gap_ev="8.89 / 8.89"
C -1.608558 0.634190 -0.513502 -2.2492 1.1546 0.3680 -0.2191
C 2.369517 -0.138589 0.033625 0.8914 0.9986 0.3620 -0.3040
C -2.248326 -0.511903 0.130452 1.4650 1.4737 -2.1540 -0.6377
C -1.549841 -0.899087 -1.286369 -0.5723 -0.6870 -0.1053 -0.0001
C 2.961462 0.945929 0.414470 0.0376 0.2731 -0.2178 0.0167
N -0.703453 0.097723 -1.331267 2.0933 -0.7941 -0.6052 0.0588
O 1.909650 -1.139616 -0.241706 -1.1869 -2.1582 -0.6603 0.1746
S -1.505881 -1.219442 1.485158 -2.1123 -0.3692 3.7393 0.8455
H -2.107254 1.528615 -0.877831 -0.2932 0.2283 0.2989 0.1173
H -3.287075 -0.585270 0.189626 -1.7072 0.2313 0.0826 0.0646
H -0.483725 -1.572565 0.902524 3.3931 -1.2068 -1.6632 -0.2102
H 3.601960 1.487528 -0.222372 0.5880 0.3409 -0.6698 0.0496
H 2.651529 1.372487 1.317198 -0.3472 0.5147 1.2247 0.0441